# 1
C51H83BrCl2CuO2P2Si2 as an isolated structure, computed with the ωB97M-V functional and the def2-TZVPD basis.

XYZ file:
```
144
Properties=species:S:1:pos:R:3:lowdin_charge:R:1
Cu -0.60 0.36 1.39 -0.025
C -0.82 2.15 4.77 -0.171
Si -0.56 0.56 3.79 0.696
C -1.87 -0.66 4.40 -0.270
C -2.31 -0.64 5.72 -0.094
C -3.38 -1.42 6.13 -0.079
C -4.03 -2.22 5.21 -0.072
C -3.60 -2.26 3.89 -0.076
C -2.51 -1.49 3.48 -0.335
P -1.84 -1.55 1.78 1.085
C -3.22 -2.20 0.76 -0.416
C -3.48 -3.71 0.81 -0.212
C -4.87 -4.00 0.24 -0.182
C -5.20 -3.09 -0.95 -0.192
C -3.92 -2.63 -1.64 -0.198
C -3.09 -1.74 -0.71 -0.215
C -0.51 -2.83 1.95 -0.423
C 0.13 -3.12 0.58 -0.201
C 1.18 -4.24 0.69 -0.182
C 1.76 -4.29 2.10 -0.197
C 0.67 -4.65 3.13 -0.178
C -0.71 -4.14 2.71 -0.185
C 1.19 -0.06 4.12 -0.282
C 1.52 -0.72 5.31 -0.085
C 2.80 -1.20 5.53 -0.080
C 3.78 -1.01 4.57 -0.074
C 3.48 -0.35 3.39 -0.085
C 2.19 0.12 3.15 -0.337
P 1.65 0.88 1.57 1.054
C 2.99 0.62 0.34 -0.420
C 3.21 -0.87 0.04 -0.205
C 4.16 -1.08 -1.15 -0.170
C 5.29 -0.03 -1.21 -0.188
C 5.54 0.57 0.17 -0.197
C 4.32 1.37 0.62 -0.195
C 1.55 2.70 1.85 -0.423
C 1.28 3.44 0.52 -0.197
C 1.46 4.96 0.70 -0.183
C 1.08 5.38 2.12 -0.192
C 2.06 4.77 3.14 -0.184
C 2.62 3.42 2.66 -0.192
H -0.61 1.96 5.82 0.032
H -1.84 2.50 4.67 0.022
H -0.15 2.94 4.44 0.010
H -1.84 0.02 6.44 0.095
H -3.71 -1.39 7.16 0.103
H -4.89 -2.82 5.51 0.105
H -4.14 -2.88 3.19 0.089
H -4.09 -1.68 1.19 0.109
H -3.40 -4.11 1.82 0.088
H -2.71 -4.22 0.22 0.106
H -5.62 -3.86 1.03 0.107
H -4.93 -5.05 -0.06 0.108
H -5.75 -2.21 -0.61 0.116
H -5.85 -3.61 -1.66 0.106
H -4.16 -2.08 -2.56 0.098
H -3.34 -3.50 -1.95 0.113
H -3.42 -0.70 -0.76 0.101
H -2.04 -1.75 -1.02 0.059
H 0.22 -2.25 2.53 0.091
H 0.58 -2.20 0.20 0.066
H -0.64 -3.40 -0.15 0.097
H 1.97 -4.09 -0.05 0.104
H 0.72 -5.20 0.46 0.113
H 2.20 -3.32 2.35 0.098
H 2.58 -5.02 2.15 0.108
H 0.94 -4.21 4.10 0.106
H 0.64 -5.73 3.28 0.107
H -1.35 -4.01 3.58 0.106
H -1.20 -4.87 2.06 0.104
H 0.76 -0.88 6.06 0.100
H 3.04 -1.72 6.45 0.104
H 4.79 -1.38 4.74 0.105
H 4.26 -0.23 2.66 0.081
H 2.55 1.04 -0.57 0.049
H 2.25 -1.33 -0.19 0.076
H 3.60 -1.38 0.92 0.098
H 3.59 -1.05 -2.08 0.084
H 4.58 -2.08 -1.08 0.111
H 5.01 0.77 -1.89 0.105
H 6.20 -0.48 -1.61 0.108
H 6.42 1.21 0.16 0.113
H 5.76 -0.24 0.88 0.110
H 4.31 2.31 0.07 0.114
H 4.42 1.64 1.67 0.085
H 0.62 2.77 2.43 0.068
H 0.26 3.22 0.21 0.088
H 1.95 3.08 -0.26 0.088
H 0.86 5.48 -0.04 0.110
H 2.50 5.24 0.51 0.112
H 0.06 5.04 2.32 0.094
H 1.07 6.46 2.21 0.108
H 1.55 4.63 4.10 0.099
H 2.88 5.46 3.33 0.107
H 2.95 2.82 3.51 0.110
H 3.50 3.59 2.03 0.098
C -2.07 2.12 -5.76 -0.087
C -1.98 1.54 -4.34 -0.621
C -2.39 2.62 -3.33 -0.140
C -3.04 0.43 -4.20 -0.098
Si -0.22 0.86 -3.98 0.502
Br -0.16 0.64 -1.72 0.644
C 0.10 -0.90 -4.68 -0.619
C -0.65 -1.99 -3.90 -0.113
C -0.30 -1.00 -6.16 -0.085
C 1.59 -1.26 -4.57 -0.102
C 1.18 2.11 -4.38 -0.617
C 0.77 3.53 -3.95 -0.100
C 2.49 1.81 -3.63 -0.115
C 1.50 2.14 -5.89 -0.085
H -3.10 2.43 -5.95 0.089
H -1.80 1.40 -6.53 0.069
H -1.45 3.01 -5.89 0.064
H -3.38 3.00 -3.61 0.087
H -1.71 3.47 -3.30 0.059
H -2.46 2.23 -2.32 0.024
H -4.03 0.88 -4.32 0.093
H -3.00 -0.03 -3.21 0.059
H -2.94 -0.35 -4.96 0.067
H -1.73 -1.87 -3.93 0.058
H -0.34 -2.02 -2.86 0.043
H -0.41 -2.96 -4.35 0.089
H -1.37 -0.85 -6.32 0.064
H -0.05 -2.00 -6.54 0.089
H 0.23 -0.27 -6.79 0.071
H 1.95 -1.15 -3.55 0.054
H 2.22 -0.66 -5.23 0.066
H 1.73 -2.31 -4.86 0.091
H 0.53 3.58 -2.89 0.072
H -0.09 3.91 -4.51 0.064
H 1.61 4.21 -4.13 0.089
H 2.34 1.81 -2.55 0.030
H 3.21 2.60 -3.86 0.090
H 2.94 0.86 -3.91 0.058
H 0.62 2.37 -6.50 0.069
H 1.91 1.19 -6.23 0.064
H 2.24 2.91 -6.08 0.089
Cl -3.69 4.05 -0.39 0.607
C -3.76 3.27 1.21 -0.984
Cl -3.08 4.34 2.45 0.593
C -3.01 1.92 1.16 -0.775
O -3.72 0.91 1.21 0.008
O -1.76 2.00 1.02 -0.167
H -4.80 3.11 1.45 0.057
```

Values from the calculation:
ΔE to the lowest compared entry with this formula, charge and spin: 0.00 kcal per mole
multiplicity: 2
molar mass: 1060.70 Da
total charge: 0
<S²>: 0.754
electronic energy: -232395.187 eV
LUMO energy (spin up / spin down): 0.61 / -0.59 eV
frontier orbital gap (spin up / spin down): 7.0801 / 7.5836 eV



# 2
A 8-piece molecular cluster, C51H86BF5N2O24SSi overall in a non-equilibrium geometry, computed with the ωB97M-V functional and the def2-TZVPD basis.

XYZ file:
```
171
Properties=species:S:1:pos:R:3:lowdin_charge:R:1
C -4.14 -0.29 -0.95 -0.106
C -2.54 -0.27 -0.96 -0.142
C -1.89 -0.01 0.53 -0.263
F -2.94 -0.40 1.43 -0.028
N -0.63 -0.79 0.57 -0.051
C 0.38 0.11 -0.08 -0.117
C 1.31 -0.68 -1.17 -0.222
O 1.17 -0.17 -2.51 -0.253
Si 1.15 -1.44 -3.70 0.501
C 0.70 -0.57 -5.38 -0.188
C -0.21 -2.77 -3.43 -0.187
C 2.89 -2.25 -4.01 -0.174
C -0.21 -1.35 1.86 -0.209
F 1.26 -1.45 1.78 -0.024
C -0.37 -0.42 3.15 -0.165
F 0.84 -0.43 3.98 -0.059
C -1.59 -0.63 4.14 -0.175
C -2.35 0.72 4.61 -0.103
C -0.59 -2.93 2.08 -0.056
O 0.54 -3.75 1.78 -0.056
C 0.71 -5.01 2.35 -0.372
C 0.65 -6.10 1.12 -0.087
C 1.66 -5.77 -0.07 -0.166
C 0.95 -6.26 -1.47 -0.208
S 0.73 -8.12 -1.50 0.734
O 0.29 -8.50 -2.90 -0.365
O 2.06 -8.80 -1.24 -0.337
O -0.45 -8.66 -0.43 -0.198
C -0.33 -5.58 3.44 -0.046
C -0.04 -5.14 4.96 -0.367
C -1.44 -5.38 5.77 -0.044
O 0.29 -3.73 5.14 -0.078
N 2.05 -5.01 3.06 0.113
C 2.66 -6.32 3.20 -0.280
O 3.51 -6.76 2.38 0.130
F 2.40 -7.21 4.31 0.036
C 2.95 -3.96 2.60 -0.289
O 3.62 -3.91 1.55 0.153
F 3.14 -2.85 3.51 0.049
B -1.77 -3.44 1.03 -0.447
O -1.51 -3.90 -0.31 0.067
O -3.15 -3.40 1.50 -0.028
C -4.06 -3.97 0.50 -0.090
H -4.54 0.61 -0.35 0.091
H -4.62 -1.28 -0.63 0.059
H -4.48 -0.10 -2.04 0.085
H -2.05 -1.17 -1.48 0.094
H -2.22 0.66 -1.58 0.119
H -1.71 1.12 0.71 0.164
H 1.02 0.72 0.67 0.145
H -0.10 0.94 -0.73 0.134
H 2.39 -0.69 -0.77 0.130
H 0.94 -1.78 -1.12 0.104
H 1.64 -0.40 -6.02 0.046
H -0.10 -1.22 -5.90 0.048
H 0.20 0.43 -5.10 0.035
H -0.02 -3.43 -2.51 0.008
H -0.15 -3.49 -4.34 0.066
H -1.29 -2.34 -3.45 0.053
H 3.27 -1.94 -5.06 0.052
H 3.61 -1.89 -3.18 0.046
H 2.74 -3.40 -3.98 0.025
H -0.42 0.68 2.76 0.151
H -1.24 -1.15 5.11 0.126
H -2.41 -1.32 3.70 0.114
H -3.48 0.56 4.78 0.093
H -2.16 1.63 3.93 0.062
H -1.94 1.01 5.65 0.085
H -1.07 -3.03 3.11 0.139
H 0.71 -7.19 1.51 0.132
H -0.42 -6.04 0.66 0.122
H 1.84 -4.64 -0.23 0.128
H 2.66 -6.34 -0.04 0.114
H -0.01 -5.68 -1.68 0.097
H 1.68 -6.00 -2.34 0.123
H -1.27 -8.13 -0.55 0.096
H -1.43 -5.36 3.24 0.133
H -0.23 -6.73 3.42 0.144
H 0.75 -5.77 5.50 0.120
H -2.04 -6.19 5.23 0.079
H -2.03 -4.40 5.62 0.095
H -1.28 -5.58 6.88 0.086
H 1.17 -3.67 5.58 0.095
H -1.38 -3.16 -0.94 0.071
H -4.03 -3.35 -0.48 0.091
H -5.14 -3.94 0.86 0.108
H -3.77 -5.05 0.20 0.105
O 0.57 2.09 -6.12 0.079
C 0.32 2.15 -7.30 -0.460
C 0.51 3.36 -8.18 -0.076
C -0.31 3.00 -9.40 -0.160
C -0.22 1.49 -9.42 -0.161
O -0.13 1.10 -8.04 0.022
H 1.57 3.47 -8.41 0.143
H 0.13 4.26 -7.69 0.105
H 0.04 3.47 -10.32 0.122
H -1.35 3.31 -9.24 0.122
H 0.67 1.14 -9.94 0.130
H -1.10 1.04 -9.87 0.127
O -4.06 3.77 4.88 0.103
C -3.04 4.41 5.01 -0.485
C -2.31 5.13 3.92 -0.088
C -0.96 5.39 4.55 -0.159
C -1.31 5.48 6.02 -0.160
O -2.42 4.59 6.21 0.026
H -2.84 6.06 3.70 0.123
H -2.23 4.51 3.03 0.127
H -0.46 6.28 4.17 0.096
H -0.31 4.53 4.38 0.122
H -1.61 6.49 6.32 0.129
H -0.48 5.16 6.66 0.126
O 0.76 -7.07 9.87 0.118
C 1.64 -6.57 9.21 -0.478
C 2.78 -7.31 8.56 -0.079
C 3.74 -6.19 8.23 -0.160
C 2.81 -5.01 8.02 -0.163
O 1.71 -5.24 8.91 0.028
H 2.41 -7.81 7.67 0.132
H 3.22 -8.03 9.25 0.131
H 4.37 -6.39 7.37 0.120
H 4.39 -6.00 9.09 0.123
H 2.43 -4.96 7.00 0.103
H 3.29 -4.07 8.27 0.131
O 2.93 -5.64 -5.39 0.106
C 4.04 -5.72 -4.93 -0.485
C 4.73 -7.00 -4.53 -0.075
C 5.88 -6.48 -3.69 -0.161
C 6.15 -5.13 -4.30 -0.161
O 4.87 -4.66 -4.75 0.005
H 5.08 -7.51 -5.42 0.136
H 4.06 -7.63 -3.95 0.129
H 6.75 -7.14 -3.69 0.120
H 5.55 -6.36 -2.65 0.121
H 6.83 -5.18 -5.15 0.128
H 6.55 -4.43 -3.57 0.128
O -2.02 7.51 1.71 0.106
C -1.00 8.15 1.84 -0.461
C -0.27 8.88 0.75 -0.075
C 1.08 9.14 1.39 -0.159
C 0.73 9.23 2.85 -0.155
O -0.38 8.34 3.04 0.007
H -0.80 9.81 0.53 0.121
H -0.18 8.26 -0.14 0.133
H 1.58 10.03 1.01 0.122
H 1.73 8.28 1.21 0.122
H 0.42 10.24 3.15 0.132
H 1.56 8.91 3.49 0.129
O -2.93 11.10 -0.22 0.099
C -3.98 10.61 0.11 -0.474
C -4.61 9.39 -0.50 -0.081
C -6.03 9.47 0.02 -0.163
C -5.86 10.18 1.34 -0.162
O -4.74 11.06 1.14 0.032
H -4.09 8.50 -0.13 0.127
H -4.58 9.43 -1.59 0.129
H -6.52 8.50 0.12 0.121
H -6.63 10.08 -0.66 0.121
H -5.62 9.50 2.15 0.130
H -6.74 10.76 1.61 0.127
O 2.43 7.55 -9.07 0.121
C 1.59 7.64 -8.21 -0.474
C 1.41 8.81 -7.29 -0.082
C 0.52 8.23 -6.21 -0.164
C -0.26 7.17 -6.96 -0.167
O 0.64 6.70 -7.97 0.007
H 0.91 9.62 -7.83 0.136
H 2.36 9.15 -6.88 0.130
H -0.12 8.96 -5.72 0.120
H 1.14 7.76 -5.44 0.123
H -1.15 7.58 -7.44 0.130
H -0.55 6.34 -6.31 0.125
```

Values from the calculation:
molar mass: 1277.19 Da
total charge: 0
SMILES string: CC[C@@H](F)N(CCO[Si](C)(C)C)[C@@](F)([C@H](F)CC)[C@H](O[C@](CCCS(=O)(=O)O)(C[C@H](C)O)N(C(=O)F)C(=O)F)B(O)OC.O=C1CCCO1.O=C1CCCO1.O=C1CCCO1.O=C1CCCO1.O=C1CCCO1.O=C1CCCO1.O=C1CCCO1
electronic energy: -139375.084 eV
LUMO energy: -0.20 eV
frontier orbital gap: 8.9844 eV



# 3
A 8-piece molecular cluster, C51H88F2N7O9P overall in a non-equilibrium geometry, computed with the ωB97M-V functional and the def2-TZVPD basis.

XYZ file:
```
158
Properties=species:S:1:pos:R:3:lowdin_charge:R:1
C 4.27 0.28 0.69 -0.136
C 4.64 -1.00 -0.31 -0.249
C 3.41 -2.08 -0.46 -0.228
C 3.89 -3.65 -0.53 -0.216
C 2.72 -4.63 -1.21 -0.201
C 2.62 -6.11 -0.43 -0.206
C 1.27 -6.95 -0.82 -0.225
C 0.20 -7.12 0.45 -0.168
C -0.45 -5.63 0.73 -0.110
C -0.40 -4.81 2.16 0.047
C -1.04 -3.28 2.35 -0.063
C -0.95 -2.53 3.81 -0.146
C -2.44 -2.53 4.57 -0.133
F -2.54 -3.55 5.64 -0.160
C -1.76 -2.57 1.02 0.020
C -1.87 -3.40 -0.43 -0.023
C -1.22 -4.91 -0.56 0.047
C -2.61 -2.76 -1.75 -0.209
O -2.41 -3.14 -3.02 -0.055
C -3.75 -1.58 -1.45 -0.005
C -4.99 -1.27 -2.53 0.054
C -6.13 -0.11 -2.26 -0.066
C -7.41 0.22 -3.26 -0.250
C -7.07 0.13 -4.86 -0.077
F -8.60 -0.68 -2.99 -0.136
C -5.95 0.78 -0.87 0.005
C -4.74 0.53 0.23 -0.260
P -4.67 1.67 1.80 0.917
C -6.22 2.85 1.81 -0.431
C -6.15 3.99 0.61 -0.219
C -3.13 2.82 1.54 -0.427
C -2.39 3.25 2.94 -0.201
C -3.63 -0.68 -0.04 -0.016
C -2.40 -1.04 1.03 -0.192
O -1.89 -0.13 1.86 -0.071
H 3.18 0.21 1.12 0.069
H 5.03 0.34 1.60 0.076
H 4.32 1.31 0.10 0.045
H 5.64 -1.45 0.13 0.105
H 4.93 -0.48 -1.35 0.080
H 2.79 -1.75 -1.40 0.115
H 2.74 -1.96 0.50 0.105
H 4.82 -3.68 -1.26 0.107
H 4.23 -4.02 0.52 0.111
H 3.11 -4.89 -2.30 0.114
H 1.66 -4.09 -1.24 0.107
H 3.54 -6.73 -0.87 0.116
H 2.81 -6.00 0.72 0.107
H 1.60 -8.06 -1.11 0.095
H 0.74 -6.53 -1.80 0.096
H -0.63 -7.88 0.05 0.122
H 0.82 -7.54 1.34 0.117
H 0.14 -5.31 3.09 0.105
H -0.23 -3.11 4.54 0.112
H -0.53 -1.42 3.75 0.122
H -2.68 -1.49 5.08 0.129
H -3.31 -2.78 3.79 0.132
H -1.27 -5.52 -1.59 0.109
H -5.11 -1.90 -3.54 0.111
H -7.81 1.32 -3.06 0.130
H -5.94 -0.15 -5.00 0.080
H -7.82 -0.62 -5.34 0.093
H -7.23 1.18 -5.39 0.084
H -6.78 1.61 -0.71 0.089
H -7.20 2.20 1.79 0.075
H -6.24 3.45 2.84 0.086
H -5.67 5.01 0.95 0.074
H -5.50 3.58 -0.30 0.067
H -7.22 4.23 0.14 0.080
H -3.38 3.81 0.96 0.067
H -2.40 2.20 0.82 0.084
H -2.99 2.95 3.92 0.068
H -2.25 4.44 3.04 0.075
H -1.29 2.81 3.00 0.080
C 9.08 1.23 -4.10 -0.061
N 7.91 0.72 -3.41 -0.202
C 7.74 -0.71 -3.30 -0.048
C 6.96 1.55 -2.87 -0.301
O 5.95 1.19 -2.28 -0.018
H 9.08 0.86 -5.13 0.089
H 9.98 0.88 -3.58 0.088
H 9.08 2.33 -4.11 0.086
H 6.80 -1.00 -3.78 0.094
H 7.69 -0.98 -2.24 0.091
H 8.57 -1.24 -3.77 0.087
H 7.18 2.62 -3.02 0.125
C 1.30 -1.41 7.87 -0.065
N 2.33 -1.13 6.90 -0.204
C 2.95 0.18 6.89 -0.046
C 2.75 -2.08 5.99 -0.339
O 3.62 -1.91 5.14 0.000
H 0.47 -0.71 7.72 0.086
H 1.71 -1.28 8.88 0.090
H 0.92 -2.44 7.77 0.082
H 2.79 0.64 5.91 0.093
H 4.02 0.07 7.06 0.100
H 2.52 0.81 7.67 0.053
H 2.22 -3.04 6.08 0.122
C 4.26 4.17 -0.75 -0.064
N 4.07 5.40 0.00 -0.202
C 4.23 5.37 1.44 -0.047
C 3.73 6.59 -0.61 -0.324
O 3.55 7.65 -0.04 0.002
H 3.55 3.42 -0.40 0.082
H 5.28 3.82 -0.58 0.091
H 4.11 4.34 -1.82 0.072
H 3.29 5.68 1.91 0.093
H 5.02 6.07 1.72 0.093
H 4.49 4.36 1.78 0.089
H 3.63 6.50 -1.70 0.102
C -11.73 3.40 -5.81 -0.065
N -10.50 2.95 -5.18 -0.203
C -10.34 1.53 -4.90 -0.043
C -9.48 3.82 -4.85 -0.316
O -8.42 3.50 -4.32 -0.005
H -12.57 3.14 -5.16 0.090
H -11.84 2.90 -6.77 0.090
H -11.72 4.48 -5.96 0.085
H -10.19 1.40 -3.82 0.091
H -9.46 1.16 -5.43 0.068
H -11.22 0.97 -5.22 0.095
H -9.71 4.86 -5.11 0.130
C -2.20 -9.36 -4.15 -0.064
N -0.97 -9.81 -3.52 -0.205
C -0.81 -11.22 -3.24 -0.049
C 0.04 -8.94 -3.19 -0.319
O 1.10 -9.25 -2.67 -0.015
H -3.04 -9.62 -3.50 0.090
H -2.31 -9.86 -5.11 0.089
H -2.19 -8.28 -4.30 0.086
H -0.66 -11.35 -2.16 0.093
H 0.07 -11.59 -3.77 0.094
H -1.70 -11.78 -3.56 0.088
H -0.18 -7.89 -3.45 0.127
C 4.30 7.38 -4.52 -0.060
N 5.57 6.83 -4.96 -0.204
C 6.34 7.55 -5.95 -0.050
C 6.06 5.64 -4.46 -0.319
O 7.12 5.12 -4.79 -0.005
H 3.64 7.47 -5.39 0.092
H 4.48 8.37 -4.08 0.096
H 3.83 6.73 -3.78 0.060
H 6.48 6.91 -6.82 0.093
H 7.32 7.80 -5.53 0.094
H 5.82 8.47 -6.25 0.088
H 5.40 5.18 -3.72 0.116
C 0.10 4.53 9.59 -0.066
N 1.37 3.98 9.15 -0.208
C 2.14 4.70 8.16 -0.047
C 1.86 2.79 9.65 -0.319
O 2.92 2.27 9.33 -0.007
H -0.56 4.62 8.72 0.089
H 0.28 5.51 10.03 0.090
H -0.37 3.88 10.34 0.085
H 2.28 4.06 7.29 0.092
H 3.12 4.95 8.58 0.095
H 1.62 5.62 7.86 0.089
H 1.20 2.32 10.40 0.132
```

Values from the calculation:
molar mass: 1012.28 Da
total charge: 0
SMILES string: CCCCCCCCc1cc(CCF)c2c(c1)C(=O)c1cc([C@@H](C)F)cc(P(CC)CC)c1C2=O.CN(C)C=O.CN(C)C=O.CN(C)C=O.CN(C)C=O.CN(C)C=O.CN(C)C=O.CN(C)C=O
electronic energy: -97870.350 eV
LUMO energy: -1.61 eV
frontier orbital gap: 6.3530 eV